Entry 1:
Density functional theory data (ωB97M-V with the def2-TZVPD basis set) for C56H47Cl8F7O4 as an isolated structure in a non-equilibrium geometry.

The calculation puts the total energy at -186220.555 eV. As for the LUMO energy: -0.5150 eV. For the molar mass, the calculation gives 1200.6 g/mol. For the relative energy (zero: lowest compared OMol25 entry of this formula, charge and spin), the calculation gives 0.221 eV. The gap between HOMO and LUMO comes out at 7.1 eV.

ORCA input file:
```
! wB97M-V def2-TZVPD RIJCOSX def2/J DEFGRID3
* xyz 0 1
F -4.422 -2.228 -2.648
C -3.419 -3.086 -2.293
C -3.102 -4.116 -3.171
C -2.023 -4.975 -2.817
C -1.492 -4.912 -1.531
C -1.968 -3.983 -0.644
C -2.842 -3.038 -1.004
H -3.649 -4.082 -4.101
H -1.746 -5.850 -3.386
H -0.566 -5.432 -1.332
H -1.567 -3.852 0.350
H -3.170 -2.284 -0.304
F 2.525 1.998 -1.925
C 1.868 1.458 -0.914
C 2.490 1.052 0.253
C 1.790 0.410 1.262
C 0.424 0.204 1.117
C -0.135 0.590 -0.122
C 0.516 1.213 -1.125
H 3.540 1.188 0.467
H 2.280 0.056 2.156
H -0.170 -0.349 1.829
H -1.164 0.313 -0.298
H -0.036 1.388 -2.037
F 6.421 3.467 2.531
C 5.083 3.604 2.472
C 4.616 4.035 1.178
C 3.234 4.150 0.990
C 2.363 3.743 2.020
C 2.831 3.315 3.248
C 4.195 3.281 3.425
H 5.370 4.190 0.420
H 2.869 4.613 0.086
H 1.293 3.628 1.923
H 2.138 3.106 4.049
H 4.483 3.023 4.434
F -3.281 0.015 -5.686
C -1.981 0.249 -5.354
C -1.564 1.528 -5.578
C -0.264 1.844 -5.114
C 0.631 0.813 -4.711
C 0.218 -0.534 -4.717
C -1.166 -0.745 -4.975
H -2.149 2.350 -5.962
H -0.088 2.909 -5.082
H 1.609 0.997 -4.291
H 0.821 -1.404 -4.505
H -1.539 -1.758 -4.943
F 1.448 6.073 -7.540
C 2.077 5.759 -6.409
C 3.387 6.220 -6.173
C 3.943 5.926 -4.929
C 3.190 5.338 -3.924
C 1.865 4.965 -4.155
C 1.406 5.049 -5.430
H 4.062 6.709 -6.860
H 4.843 6.352 -4.510
H 3.593 5.173 -2.936
H 1.304 4.570 -3.321
H 0.349 4.840 -5.500
F -2.976 -2.517 2.370
C -4.144 -3.043 2.880
C -4.797 -2.392 3.951
C -6.021 -2.834 4.362
C -6.552 -4.010 3.823
C -5.841 -4.746 2.831
C -4.676 -4.227 2.362
H -4.296 -1.631 4.532
H -6.629 -2.413 5.149
H -7.550 -4.289 4.128
H -6.197 -5.739 2.601
H -4.083 -4.829 1.690
F -2.407 5.128 -1.516
C -3.200 5.454 -2.606
C -2.580 6.082 -3.656
C -3.287 6.522 -4.799
C -4.642 6.201 -4.946
C -5.235 5.463 -3.881
C -4.571 5.173 -2.689
H -1.527 6.293 -3.540
H -2.685 6.922 -5.601
H -5.250 6.455 -5.801
H -6.277 5.188 -3.949
H -5.075 4.616 -1.914
C 3.161 -3.000 6.752
C 4.410 -2.559 6.749
C 4.858 -1.750 5.692
C 3.959 -1.279 4.688
C 2.650 -1.851 4.722
C 2.240 -2.599 5.810
O 1.051 -3.076 5.834
O 6.169 -1.370 5.639
H 2.558 -3.581 7.434
H 5.099 -2.942 7.487
H 4.193 -0.611 3.871
H 1.912 -1.597 3.976
H 0.571 -3.027 5.004
H 6.314 -0.602 5.081
C 1.617 -5.992 2.231
C 1.146 -4.674 2.465
C -0.172 -4.481 2.982
C -0.921 -5.510 3.284
C -0.576 -6.798 3.122
C 0.750 -7.081 2.592
O 1.148 -8.361 2.594
O -0.611 -3.199 3.051
H 2.551 -6.251 1.755
H 1.693 -3.860 2.013
H -1.862 -5.425 3.806
H -1.255 -7.501 3.581
H 1.931 -8.557 2.075
H -1.551 -3.023 3.136
C -5.049 1.794 1.720
Cl -3.350 1.584 1.171
Cl -5.625 0.247 2.428
Cl -5.205 3.177 3.031
Cl -6.247 2.158 0.371
C 6.254 -0.863 -0.786
Cl 7.864 -0.362 -0.203
Cl 5.321 -1.600 0.423
Cl 5.402 0.604 -1.319
Cl 6.534 -2.084 -1.998
*
```

=====

Entry 2:
Density functional theory data (ωB97M-V with the def2-TZVPD basis set) for C56H47N10OP2Zn as an isolated structure.

The calculation puts the total energy at -142776.225 eV. As for the LUMO energy: -2.5121 eV. For the molar mass, the calculation gives 1003.4 g/mol. For the relative energy (zero: lowest compared OMol25 entry of this formula, charge and spin), the calculation gives 0.897 eV. The gap between HOMO and LUMO comes out at 7.3 eV.

ORCA input file:
```
! wB97M-V def2-TZVPD RIJCOSX def2/J DEFGRID3
* xyz 1 1
Zn 1.345 -0.402 -0.181
N 1.898 -2.843 2.014
C 1.725 -1.614 2.614
C 1.849 -1.556 4.012
C 1.648 -0.362 4.655
C 1.315 0.772 3.911
C 1.221 0.638 2.553
N 1.432 -0.528 1.902
C 1.918 -3.273 0.683
C 2.334 -4.589 0.461
C 2.417 -5.053 -0.827
C 2.072 -4.204 -1.877
C 1.641 -2.943 -1.568
N 1.552 -2.472 -0.305
H 2.149 -3.573 2.661
H 2.097 -2.452 4.567
H 1.737 -0.307 5.732
H 1.129 1.725 4.383
H 0.941 1.477 1.923
H 2.610 -5.217 1.298
H 2.760 -6.060 -1.022
H 2.143 -4.517 -2.908
H 1.358 -2.250 -2.348
C -0.840 2.292 -0.817
N -0.103 3.013 0.220
C 1.263 3.372 -0.185
P 2.218 1.877 -0.752
C 2.282 2.137 -2.543
C 2.901 3.254 -3.100
C 2.821 3.478 -4.465
C 2.110 2.603 -5.276
C 1.491 1.492 -4.728
C 1.588 1.257 -3.366
C 3.878 2.211 -0.094
C 4.035 2.528 1.254
C 5.303 2.654 1.802
C 6.423 2.458 1.008
C 6.273 2.139 -0.335
C 5.008 2.011 -0.885
C -0.780 4.130 0.817
C -0.553 4.379 2.166
C -1.136 5.471 2.788
C -1.968 6.319 2.070
C -2.204 6.070 0.726
C -1.605 4.986 0.097
P -1.110 0.536 -0.271
C -2.405 0.074 -1.476
C -2.105 0.185 -2.834
C -3.068 -0.085 -3.793
C -4.333 -0.506 -3.406
C -4.627 -0.654 -2.060
C -3.673 -0.356 -1.096
C -2.049 0.763 1.273
C -3.006 1.766 1.419
C -3.757 1.855 2.580
C -3.567 0.940 3.609
C -2.618 -0.062 3.476
C -1.868 -0.149 2.310
H -0.304 2.288 -1.770
H -1.819 2.726 -1.011
H 1.774 3.802 0.675
H 1.265 4.130 -0.980
H 3.451 3.944 -2.470
H 3.312 4.339 -4.898
H 2.055 2.780 -6.342
H 0.963 0.794 -5.365
H 1.146 0.363 -2.936
H 3.168 2.679 1.887
H 5.415 2.908 2.848
H 7.413 2.549 1.437
H 7.145 1.988 -0.958
H 4.897 1.738 -1.927
H 0.085 3.704 2.725
H -0.945 5.659 3.837
H -2.423 7.174 2.552
H -2.848 6.727 0.157
H -1.775 4.828 -0.961
H -1.112 0.489 -3.149
H -2.833 0.040 -4.842
H -5.086 -0.717 -4.153
H -5.608 -0.993 -1.752
H -3.927 -0.451 -0.047
H -3.182 2.485 0.629
H -4.502 2.633 2.676
H -4.161 1.011 4.511
H -2.463 -0.775 4.275
H -1.131 -0.938 2.207
N -8.181 -4.673 4.071
C -7.347 -4.484 3.305
C -6.294 -4.243 2.354
C -6.200 -5.014 1.199
C -5.178 -4.787 0.295
C -4.253 -3.779 0.537
C -4.352 -2.997 1.682
C -5.366 -3.233 2.591
N -3.212 -3.532 -0.389
C -3.258 -3.703 -1.756
C -2.073 -3.234 -2.230
N -1.289 -2.783 -1.193
C -1.997 -2.980 -0.114
H -6.924 -5.796 1.015
H -5.093 -5.403 -0.589
H -3.655 -2.187 1.854
H -5.450 -2.625 3.482
H -4.125 -4.090 -2.260
H -1.740 -3.188 -3.253
H -1.663 -2.785 0.893
N 4.774 -2.028 -0.025
C 4.278 -1.356 -1.119
O 3.349 -0.514 -0.910
C 4.788 -1.660 -2.382
C 4.334 -0.996 -3.549
N 3.985 -0.453 -4.504
C 5.794 -2.657 -2.504
N 6.575 -3.504 -2.545
H 4.639 -1.549 0.850
H 5.655 -2.508 -0.128
*
```